A cluster of 2 separate species, C9H14ClFN3O5P in total at a distorted geometry, computed with the ωB97M-V functional and the def2-TZVPD basis.

XYZ file:
```
34
Properties=species:S:1:pos:R:3
C -2.098 -0.289 0.782
H 4.881 -1.253 2.644
P -2.610 0.348 -2.637
H -3.312 -2.646 0.023
H -1.656 0.385 -3.717
H -4.780 -2.245 1.010
O -3.091 -1.063 1.413
O 2.513 -2.044 1.823
C 3.180 -0.942 1.421
H -2.848 -0.988 -2.185
F -2.650 2.110 0.778
H -1.513 -1.654 -0.666
H -3.836 0.838 -0.233
C 3.196 1.134 -0.029
C -3.893 -1.793 0.488
H 5.890 2.550 0.573
O 6.186 0.877 1.865
H 2.691 1.759 -0.753
C 4.384 -0.636 1.909
H -4.305 -1.195 -0.366
C 5.083 0.568 1.458
O 1.419 -0.413 -0.026
H -3.944 1.203 -4.126
C 4.398 1.443 0.462
O 5.050 2.559 0.079
N -2.080 1.302 -1.276
Cl -1.148 0.482 2.171
N -4.024 0.926 -3.143
H -1.065 1.370 -1.187
C 2.510 -0.081 0.405
H -0.341 -0.474 -0.308
N -1.110 -1.055 0.049
H 1.673 -2.039 1.327
C -2.747 0.956 -0.029
```

Its SMILES is CO[C@](N)(Cl)[C@@H](F)N[PH2]=N.O=C1C=C(O)C(=O)C=C1O. The calculation puts the frontier orbital gap at 6.97 eV. For the LUMO energy, the calculation gives -1.9 eV.

---

A structure of composition C9H14FeO9 at a distorted geometry, computed with the ωB97M-V functional and the def2-TZVPD basis.

XYZ file:
```
33
Properties=species:S:1:pos:R:3
O -1.886 -0.962 0.326
H -1.889 -3.701 1.800
H -0.575 -3.741 0.636
O 0.473 0.139 -0.653
C 1.183 -1.110 -2.531
H 1.113 -2.102 -2.086
C -1.754 3.173 0.165
H 2.522 3.042 -1.736
H 2.808 3.405 -0.010
Fe -0.832 0.791 0.878
O -0.472 2.854 0.396
H -0.572 -2.422 1.776
C -1.236 -3.062 1.194
H 4.056 1.378 -0.399
H 0.261 -0.874 -3.058
H -4.103 -2.465 -0.049
O 2.618 0.310 -1.363
C 2.402 2.677 -0.715
H 1.330 2.678 -0.473
H 2.713 0.956 0.613
H -3.154 -3.885 -0.502
H -3.090 -2.509 -1.558
H 2.034 -0.995 -3.200
C 1.367 -0.136 -1.396
C 0.416 0.884 3.071
C -2.100 -2.196 0.338
O -0.844 1.317 2.990
O -2.086 4.020 1.067
O 0.666 0.051 2.121
C -3.161 -2.792 -0.505
C 2.964 1.305 -0.392
O 1.113 1.966 3.206
O -2.287 2.004 0.047
```

As for the energy relative to the best compared isomer or geometry (same formula, charge and spin): 49.2 kJ/mol. The spin multiplicity is 5. The calculation puts the frontier orbital gap (spin up / spin down) at 3.95 / 3.78 eV. The net charge is -2. For the LUMO energy (spin up / spin down), the calculation gives 4.6 / 4.6 eV.

---

An isolated molecule of C9H14N2 at a distorted geometry, computed with the ωB97M-V functional and the def2-TZVPD basis.

XYZ file:
```
25
Properties=species:S:1:pos:R:3
H -2.226 -1.780 -1.225
H 0.157 3.103 1.137
H 3.680 0.483 0.959
C -0.158 0.585 -0.075
C -2.873 -1.151 0.839
H -2.520 -2.021 1.345
H 1.902 -2.568 -0.099
C -0.268 3.115 0.096
C -2.171 -0.906 -0.533
C -0.708 -0.689 -0.328
H 3.753 0.085 -0.808
H -1.005 3.959 0.074
H 0.539 3.319 -0.612
C 1.893 -0.402 0.112
C -1.034 1.862 -0.262
N 1.171 0.713 0.114
H 3.865 -1.237 0.481
C 1.308 -1.661 -0.077
N -0.008 -1.842 -0.324
C 3.398 -0.302 0.226
H -1.859 1.680 0.384
H -1.376 1.895 -1.325
H -2.705 -0.317 1.475
H -3.961 -1.330 0.705
H -2.703 -0.076 -1.012
```

Its SMILES is CCc1ncc(C)nc1CC. As for the energy relative to the best compared isomer or geometry (same formula, charge and spin): 22.0 kJ/mol. The calculation puts the frontier orbital gap at 9.71 eV. For the LUMO energy, the calculation gives 0.7 eV.

---

The ion C9H14N2O2PS with charge +1 at a distorted geometry, computed with the ωB97M-V functional and the def2-TZVPD basis.

XYZ file:
```
29
Properties=species:S:1:pos:R:3
O -0.569 -0.986 1.835
H 2.491 -2.019 0.546
N -3.808 0.516 -0.994
C -0.321 -3.069 -0.189
H -0.485 -3.198 -1.316
H -2.380 -1.734 -1.113
C 2.589 -1.010 0.299
C 4.364 0.529 0.169
C -2.716 0.179 -0.227
H -4.254 2.301 0.975
O 0.496 -0.336 -0.781
S -2.163 1.243 0.952
H -2.980 3.273 0.098
H 0.712 -3.168 0.045
H -3.084 3.338 1.725
H -0.845 -3.735 0.487
C 1.787 -0.119 -0.346
N -2.181 -1.038 -0.360
C 3.482 1.533 -0.301
H 5.457 0.753 0.475
C 3.939 -0.678 0.504
H -3.652 0.373 -1.965
P -0.561 -1.396 0.442
C -3.265 2.700 0.896
H -4.122 1.472 -0.764
H 4.428 -1.390 0.986
C 2.182 1.253 -0.555
H 1.476 1.934 -1.085
H 3.983 2.479 -0.439
```

The spin multiplicity is 3. The calculation puts the frontier orbital gap (spin up / spin down) at 4.44 / 5.55 eV. The net charge is +1. For the LUMO energy (spin up / spin down), the calculation gives -3.2 / -7.0 eV.

---

An isolated molecule of C9H14N2O2S2, computed with the ωB97M-V functional and the def2-TZVPD basis.

XYZ file:
```
29
Properties=species:S:1:pos:R:3
H -1.542 -0.111 2.535
H 4.016 0.287 -0.311
H 2.361 0.082 -2.188
N -3.035 -0.808 -0.901
C 1.471 1.443 -0.015
H 4.297 -1.203 -1.219
C -1.163 -0.690 0.505
S 0.600 -0.916 0.731
H 2.048 1.439 0.917
C -2.001 -0.290 1.575
H -0.358 1.792 1.072
C -3.911 -0.404 0.089
O 0.944 -0.451 2.043
H -1.107 -1.277 -1.542
C 3.595 -0.681 -0.573
H -0.478 2.105 -0.665
H 1.877 -1.510 -1.560
C -3.336 -0.151 1.369
H 0.374 3.243 0.387
H -4.008 0.151 2.156
H -3.458 -1.004 -1.802
N 1.222 0.083 -0.464
O 0.884 -2.276 0.381
C -1.711 -0.952 -0.709
H 2.054 1.944 -0.792
C 2.255 -0.525 -1.284
C 0.164 2.191 0.208
S -5.509 -0.250 -0.278
H 3.453 -1.262 0.335
```

Its SMILES is CCN(CC)S(=O)(=O)c1ccc(=S)[nH]c1. As for the energy relative to the best compared isomer or geometry (same formula, charge and spin): 41.5 kJ/mol. The calculation puts the frontier orbital gap at 8.08 eV. For the LUMO energy, the calculation gives -0.1 eV.